No. 1
Formula: C33H55AsNO2S5TeV
Source: OMol25
Level of theory: ωB97M-V with the def2-TZVPD basis set

The HOMO energy (spin up / spin down) is -6.9969 / -7.1322 eV. The LUMO energy (spin up / spin down) comes out at -0.0256 / -0.0459 Ha.

```
! RIJCOSX wB97M-V def2-TZVPD def2/J DEFGRID3
* xyz 0 3
V 1.66227 0.31014 -1.10593
C -4.52916 0.79045 2.18561
C -3.96038 2.11081 1.59745
C -4.20170 3.14421 2.71668
C -4.73443 2.55528 0.26867
C -2.47215 2.06248 1.27468
C -1.89696 0.86882 0.76350
C -0.54837 0.83798 0.54746
N 0.16273 -0.23157 -0.03916
C -0.03627 -1.55082 0.20075
C -0.93356 -2.18612 1.03607
C -0.93659 -3.52951 1.18773
C -0.04112 -4.30302 0.40287
C 0.86949 -3.70250 -0.50302
C 0.81258 -2.31727 -0.61507
O 1.71614 -1.58208 -1.25903
C 1.60612 -4.65440 -1.49578
C 0.94739 -4.63928 -2.83177
C 1.67012 -6.12227 -1.13019
C 3.15774 -4.27032 -1.67507
C -1.97624 -4.16976 2.11949
C -1.79554 -3.71290 3.57507
C -1.86116 -5.67989 2.11067
C -3.42484 -3.80862 1.61890
C 0.23035 2.05150 0.45403
O 1.43992 1.93625 -0.08934
C -0.28359 3.14693 1.08201
C -1.66223 3.10470 1.52271
C 0.37691 4.54554 1.28960
C -0.10558 5.31640 -0.00236
C 1.88593 4.52196 1.38915
C -0.07555 5.28970 2.52802
H -5.58464 0.86029 2.33003
H -3.97573 0.46653 3.04781
H -4.44635 0.08639 1.33728
H -5.25945 3.15521 2.96701
H -3.90249 4.17547 2.51526
H -3.81323 2.80723 3.63645
H -5.80802 2.53845 0.39638
H -4.35827 1.93497 -0.56730
H -4.48491 3.58799 -0.01350
H -2.51167 -0.04585 0.58826
H -1.50763 -1.58136 1.81471
H -0.03154 -5.41962 0.51822
H -0.10958 -4.91557 -2.80311
H 1.42463 -5.37019 -3.47395
H 0.88563 -3.65661 -3.29401
H 0.67859 -6.49554 -0.99618
H 2.14268 -6.30866 -0.10244
H 2.26628 -6.67940 -1.81034
H 3.39365 -3.33657 -2.17539
H 3.71010 -5.04005 -2.07997
H 3.61900 -4.19649 -0.68074
H -0.84633 -3.98536 4.07146
H -2.71424 -4.12413 4.12061
H -1.91193 -2.64126 3.59326
H -0.87953 -6.02036 2.47670
H -2.02802 -5.98968 1.08058
H -2.64690 -6.15817 2.72464
H -3.48558 -2.70339 1.63215
H -4.19502 -4.20296 2.28455
H -3.61032 -4.18007 0.56977
H -2.05234 4.00020 1.92842
H 0.42166 4.95775 -0.89143
H 0.06075 6.37604 0.03199
H -1.19906 5.19173 -0.20491
H 2.33341 4.09385 0.54315
H 2.10963 3.95840 2.32888
H 2.18258 5.55962 1.56784
H -1.07882 5.63281 2.37133
H 0.48225 6.21028 2.48728
H 0.22204 4.65171 3.35498
S 4.30946 3.51087 -1.13820
S 5.86285 2.43853 -1.23608
S 5.29089 0.38813 -1.69497
S 3.56919 0.63505 -2.76895
C 4.24042 1.38532 1.88184
Te 2.87440 -0.13600 1.63910
C 4.09050 -1.82379 1.80214
H 4.60722 1.17874 2.83130
H 3.61183 2.28704 1.90633
H 4.93998 1.37090 1.10614
H 3.47285 -2.71849 1.89002
H 4.68436 -1.68238 2.72031
H 4.62746 -1.95113 0.83512
C 1.29018 0.87224 -5.82527
As 0.53695 1.93253 -4.31447
C 1.69131 3.32633 -3.68011
C -0.82939 3.04064 -5.07362
S -0.25289 0.58421 -2.78108
H 1.62713 1.26405 -6.77926
H 0.50455 0.07968 -6.04390
H 2.16275 0.34511 -5.33723
H 2.67018 3.04920 -3.97423
H 1.78376 3.24418 -2.61543
H 1.31082 4.28963 -4.07616
H -1.75291 2.48019 -5.19640
H -0.45929 3.41854 -6.05480
H -1.01816 3.86426 -4.37221
*
```

Mulliken population analysis, charges in e, atoms 1 to 8: V -0.29; C -1.82; C 1.60; C -2.06; C -1.59; C 0.34; C -0.32; C -0.56


No. 2
Formula: C15H18F5N4O3PtTe
Source: OMol25
Level of theory: ωB97M-V with the def2-TZVPD basis set

The HOMO energy (spin up / spin down) is -18.7593 / -18.6892 eV. The LUMO energy (spin up / spin down) comes out at -0.3932 / -0.5124 Ha.

```
! RIJCOSX wB97M-V def2-TZVPD def2/J DEFGRID3
* xyz 3 5
Pt 0.53804 -1.24727 0.19505
O -4.23295 3.06779 -2.57663
C -3.95648 1.90779 -3.30856
C -2.88006 1.16842 -2.56857
C -2.36311 -0.03441 -3.01887
C -1.34723 -0.69426 -2.27708
N -0.86535 -0.20667 -1.15863
C -1.36227 0.97438 -0.67378
C -2.36326 1.67910 -1.38058
C -0.85191 1.41481 0.58821
C -1.24980 2.62197 1.19648
C -0.75342 2.98108 2.45234
C -1.18374 4.26696 3.09377
O -2.07559 4.88807 2.21178
C 0.12518 2.10343 3.06328
C 0.49549 0.90500 2.41013
N 0.03686 0.58398 1.21791
H -4.93189 3.58086 -3.00012
H -3.59703 2.12139 -4.32301
H -4.82798 1.24792 -3.40306
H -2.71478 -0.49775 -3.93353
H -0.94361 -1.63698 -2.62629
H -2.76273 2.61575 -1.01789
H -1.94341 3.29797 0.71671
H -0.29034 4.87240 3.29158
H -1.64019 4.03312 4.06383
H -2.38970 5.72436 2.57644
H 0.54357 2.30490 4.04248
H 1.17003 0.20501 2.88904
F 0.23100 -4.94878 1.51918
Te -0.39596 -3.45032 2.35183
F 0.13285 -4.07701 3.96852
F -0.88198 -1.85590 3.17056
F -2.07623 -4.11811 2.50163
F 1.32836 -2.64327 2.15958
O -0.76795 -2.64432 0.66386
C 4.65416 -2.88293 -2.70846
N 4.36439 -2.63683 -1.27463
C 5.35537 -3.11054 -0.27668
C 3.32704 -2.00098 -0.91366
N 2.37276 -1.37195 -0.62659
H 4.73198 -3.95747 -2.86144
H 5.60027 -2.40239 -2.95069
H 3.85965 -2.47175 -3.32365
H 5.45967 -4.18799 -0.38738
H 5.01658 -2.86793 0.72611
H 6.30572 -2.62064 -0.48052
*
```

Mulliken population analysis, charges in e, atoms 1 to 8: Pt 2.05; O -0.48; C -0.55; C -0.03; C -0.65; C -0.20; N -0.53; C 0.58


No. 3
Formula: C27H54O27
Source: OMol25
Level of theory: ωB97M-V with the def2-TZVPD basis set

The HOMO energy is -10.2267 eV. The LUMO energy comes out at 0.0189 Ha. Its SMILES is COC(=O)OC.COC(=O)OC.COC(=O)OC.COC(=O)OC.COC(=O)OC.COC(=O)OC.COC(=O)OC.COC(=O)OC.COC(=O)OC.

```
! RIJCOSX wB97M-V def2-TZVPD def2/J DEFGRID3
* xyz 0 1
C 54.97800 43.76300 10.03200
O 54.45900 42.96800 11.06500
C 54.13700 43.63000 12.09300
O 54.27900 44.83900 12.23700
O 53.62500 42.71600 13.06100
C 53.03200 43.28500 14.20500
H 55.99300 44.13400 10.46900
H 54.34400 44.61100 9.93800
H 55.22500 43.23600 9.08500
H 53.66700 43.79900 14.83200
H 52.65800 42.37900 14.83900
H 52.13000 43.77900 13.90800
C 54.53600 51.63000 15.44000
O 53.80700 52.73400 15.48700
C 53.00800 52.91500 16.58800
O 52.76000 52.05100 17.44000
O 52.43600 54.16800 16.63700
C 51.56500 54.53800 17.71300
H 54.90000 51.37400 14.50300
H 54.01900 50.69300 15.75800
H 55.30600 51.76300 16.42800
H 52.05300 53.96000 18.66200
H 50.53200 54.02000 17.67700
H 51.71700 55.61700 17.97600
C 49.02900 49.45800 13.46200
O 47.88600 49.91400 12.67500
C 47.09600 50.78600 13.24500
O 47.27400 51.27200 14.35000
O 46.07100 51.15900 12.47900
C 44.94000 51.90400 13.13600
H 49.62300 50.28400 13.49600
H 49.53900 48.77900 13.11100
H 48.83300 49.06500 14.62000
H 44.39500 51.45000 14.04600
H 44.11700 51.97000 12.37000
H 45.33800 52.87600 13.36900
C 52.65000 47.37500 13.21300
O 51.89700 48.27600 14.09500
C 52.33000 48.38100 15.25400
O 53.38000 47.83400 15.77400
O 51.57700 48.96600 16.11500
C 51.95700 49.13200 17.37700
H 52.57200 46.53900 13.39500
H 53.92600 47.72200 13.13700
H 52.20900 47.48100 12.16700
H 52.15400 48.21100 17.95200
H 51.04500 49.49000 17.89500
H 52.86100 49.53200 17.54900
C 58.19300 40.81300 13.21900
O 57.48000 41.89000 13.94400
C 57.63200 43.22400 13.69300
O 58.53500 43.57800 12.94900
O 56.54800 43.99100 14.09700
C 56.54900 45.40100 13.99200
H 58.07000 39.86900 13.68700
H 59.24700 41.13500 13.25000
H 57.87200 40.77800 12.20400
H 57.57700 45.85100 14.09100
H 55.76500 46.02900 14.73700
H 56.65700 45.75000 13.00300
C 48.66200 51.59600 17.08700
O 49.06600 52.06100 18.42900
C 49.05800 51.04700 19.43000
O 48.59900 49.93000 19.20000
O 49.50500 51.38700 20.60300
C 49.28300 50.57900 21.82600
H 47.62400 51.45500 17.26700
H 49.07200 50.64500 16.66000
H 48.68400 52.28000 16.33100
H 48.20700 50.59500 22.27000
H 49.95000 50.99200 22.62900
H 49.37400 49.52300 21.49500
C 48.63900 46.45700 10.72300
O 49.46600 46.03900 11.77500
C 48.99200 45.77300 12.97000
O 47.91500 45.61500 13.29400
O 50.10900 45.84700 13.85100
C 49.99700 45.89300 15.31400
H 47.57200 45.98200 10.79300
H 49.05300 46.20600 9.77700
H 48.65000 47.52700 10.48700
H 49.70700 44.81100 15.59000
H 49.06600 46.47300 15.42000
H 50.89500 46.20300 15.64300
C 53.94900 45.26100 17.42000
O 52.61600 44.87300 17.07600
C 51.84500 44.15600 17.98200
O 52.22100 44.00800 19.17500
O 50.87800 43.54000 17.57300
C 50.16800 42.59600 18.30100
H 54.45700 44.39400 17.80800
H 53.91900 46.01700 18.06200
H 54.30000 45.86600 16.44300
H 50.44400 41.66700 17.88500
H 49.16300 42.92700 18.56800
H 50.81300 42.49100 19.18700
C 54.37200 49.73100 20.70400
O 53.74600 48.54200 20.38600
C 52.61700 48.17600 21.11100
O 52.13000 48.92500 22.07200
O 52.14800 47.01700 20.69100
C 51.00500 46.39900 21.43900
H 53.77700 50.44500 21.02300
H 54.80800 49.93400 19.94600
H 55.03200 49.56100 21.46500
H 50.17600 47.11400 21.48000
H 51.07800 46.35400 22.45500
H 50.60400 45.26500 21.00200
*
```

Mulliken population analysis, charges in e, atoms 1 to 8: C -0.59; O -0.40; C 0.88; O -0.49; O -0.43; C -0.17; H 0.21; H 0.27


No. 4
Formula: C19H27N3O4
Source: OMol25
Level of theory: ωB97M-V with the def2-TZVPD basis set

The HOMO energy is -7.7373 eV. The LUMO energy comes out at 0.0217 Ha. Its SMILES is COc1ccc(N2C[C@@H](C(=O)NCCCN3CCOCC3)CC2=O)cc1.

```
! RIJCOSX wB97M-V def2-TZVPD def2/J DEFGRID3
* xyz 0 1
C -8.59077 -0.41806 1.04210
O -7.88701 0.11235 -0.05345
C -6.53563 -0.07123 -0.10502
C -5.78126 -0.75278 0.84206
C -4.41237 -0.87834 0.68940
C -3.76098 -0.33360 -0.41227
N -2.37195 -0.45419 -0.57298
C -1.65758 0.40089 -1.50294
C -0.18242 0.24553 -1.12322
C 0.25491 1.39730 -0.20040
O -0.43933 2.36907 0.01701
N 1.48275 1.22495 0.30929
C 2.13844 2.19194 1.15765
C 3.60905 2.32322 0.76804
C 4.39470 1.03015 1.01848
N 3.93890 -0.05357 0.15074
C 4.05851 -1.39058 0.71886
C 5.49881 -1.91347 0.68984
O 6.00542 -1.91179 -0.62801
C 5.96564 -0.61582 -1.18491
C 4.54023 -0.04760 -1.17828
C -0.13783 -1.11295 -0.42829
C -1.56364 -1.33976 0.06270
O -1.88483 -2.18941 0.86342
C -4.52147 0.34990 -1.36212
C -5.88479 0.47851 -1.20839
H -9.63468 -0.15506 0.87747
H -8.25310 0.01901 1.98758
H -8.49651 -1.50789 1.09205
H -6.24337 -1.19190 1.71190
H -3.84652 -1.41355 1.43248
H -1.97066 1.44142 -1.37411
H -1.84012 0.08357 -2.53620
H 0.46187 0.27852 -2.00560
H 2.07623 0.44004 0.05548
H 1.61353 3.14438 1.04582
H 2.06026 1.87908 2.20670
H 3.67650 2.60435 -0.28376
H 4.06155 3.12012 1.35953
H 4.23328 0.72339 2.05474
H 5.46686 1.23867 0.89679
H 3.67629 -1.38774 1.74086
H 3.43580 -2.05761 0.11316
H 5.54193 -2.94893 1.03012
H 6.13843 -1.29454 1.33894
H 6.33396 -0.71277 -2.20718
H 6.64310 0.04932 -0.62631
H 4.54384 0.96958 -1.57106
H 3.91248 -0.67114 -1.82302
H 0.55231 -1.16523 0.41231
H 0.11206 -1.91704 -1.12423
H -4.05731 0.78437 -2.23241
H -6.47355 1.00694 -1.94137
*
```

Mulliken population analysis, charges in e, atoms 1 to 8: C -0.83; O -0.46; C 0.83; C -0.36; C -0.97; C 0.34; N 0.18; C -1.20